No. 1
Computed, not measured: C33H31FeN5O2Si as an isolated structure, with ωB97M-V with the def2-TZVPD basis set.

```
73
Properties=species:S:1:pos:R:3:mulliken_charge:R:1
Fe -0.7537 0.3042 0.8353 0.154
C -3.9737 -9.5083 4.6756 -0.842
O -2.5772 -9.4276 4.8864 -0.433
C -1.8453 -8.7279 3.9795 0.893
C -0.4677 -8.6785 4.2192 -0.592
C 0.3586 -8.0016 3.3565 -0.048
C -0.1651 -7.3424 2.2286 0.226
C -1.5442 -7.4006 1.9965 -0.791
C -2.3788 -8.0886 2.8654 -0.473
N 0.7265 -6.6593 1.4309 -0.834
N 0.2584 -6.1160 0.3379 -0.386
C -0.0048 -4.8246 0.1645 0.122
C -0.4052 -4.4341 -1.1386 -0.556
C -0.7308 -3.1399 -1.4704 -0.858
C -0.6711 -2.1096 -0.5200 0.958
O -0.9432 -0.8690 -0.7739 -0.717
C -0.2611 -2.4675 0.8106 0.458
N -0.2144 -1.4236 1.6911 -0.378
C 0.1745 -1.6546 2.9311 -0.214
C 0.5504 -2.9222 3.3750 -1.453
C 0.4987 -3.9854 2.5048 -0.284
C 0.0781 -3.7878 1.1799 0.714
H -4.3686 -10.1027 5.4945 0.233
H -4.2045 -10.0003 3.7273 0.340
H -4.4362 -8.5180 4.6916 0.340
H -0.0756 -9.1880 5.0895 0.403
H 1.4270 -7.9641 3.5265 0.439
H -1.9539 -6.9108 1.1237 0.399
H -3.4391 -8.1213 2.6603 0.368
H -0.4503 -5.2173 -1.8842 0.414
H -1.0349 -2.8878 -2.4781 0.459
H 0.1911 -0.8044 3.5986 0.485
H 0.8710 -3.0532 4.3988 0.453
H 0.7916 -4.9689 2.8379 0.534
N 1.1873 1.0436 -0.0802 -0.270
C 0.9170 2.3221 -0.6720 0.402
C 1.8876 3.1780 -1.1109 -0.456
C 1.5483 4.4096 -1.7075 -0.672
C 0.2390 4.7525 -1.8869 -0.983
C -0.7890 3.8948 -1.4347 0.657
C -2.1633 4.2035 -1.5634 -0.541
C -3.0887 3.3479 -1.0525 -0.953
C -2.6505 2.1956 -0.3721 -0.328
N -1.3883 1.8715 -0.2376 0.603
C -0.4453 2.6900 -0.7917 0.064
H 1.3071 0.3323 -0.7956 0.312
H 2.0149 1.0669 0.5025 0.347
H 2.9291 2.8962 -1.0106 0.437
H 2.3359 5.0711 -2.0428 0.407
H -0.0307 5.6854 -2.3662 0.428
H -2.4581 5.1235 -2.0532 0.420
H -4.1479 3.5513 -1.1141 0.409
H -3.3677 1.5383 0.1033 0.502
C -2.0787 0.8798 4.2462 -1.292
Si -1.0519 1.6313 2.8313 0.205
C 0.6108 2.1273 3.6265 -1.337
C -1.8979 3.3084 2.4973 0.270
C -3.2718 3.4918 2.6878 -0.212
C -3.9036 4.6887 2.3719 -0.741
C -3.1709 5.7464 1.8518 -0.443
C -1.8047 5.5940 1.6561 -0.797
C -1.1852 4.3928 1.9744 0.058
H -2.2003 1.5885 5.0706 0.422
H -1.6133 -0.0224 4.6509 0.342
H -3.0745 0.5879 3.9028 0.319
H 0.4538 2.7485 4.5130 0.387
H 1.2285 2.6999 2.9281 0.327
H 1.1987 1.2563 3.9303 0.374
H -3.8675 2.6840 3.1003 0.279
H -4.9688 4.7982 2.5380 0.405
H -3.6577 6.6831 1.6099 0.405
H -1.2188 6.4144 1.2574 0.411
H -0.1151 4.3028 1.8090 0.302
```

Kohn-Sham gap (alpha / beta) (Eh): 0.2196 / 0.2484
Spin multiplicity: 5
Charge: 0
⟨S²⟩: 6.1343
Energy above the lowest of the compared OMol25 structures with the same formula, charge and spin (eV): 0.0000
HOMO (alpha / beta) (eV): -6.238 / -7.217


No. 2
Computed, not measured: a 2-piece molecular cluster, C5H13N overall, with ωB97M-V with the def2-TZVPD basis set.

```
19
Properties=species:S:1:pos:R:3:nbo_charge:R:1
C 3.6242 -0.1055 -1.0888 -0.066
N 3.5647 0.0303 0.1766 -0.383
C 2.5192 -0.8313 0.8135 -0.450
H 4.1056 0.6035 -1.7739 0.163
H 3.6020 -1.1078 -1.5866 0.134
H 2.1196 -0.2747 1.6471 0.216
H 3.0143 -1.7762 1.0953 0.196
H 1.8066 -1.1440 0.0579 0.189
C -1.1445 -0.2840 0.1968 -0.614
C -2.6638 -0.0067 0.0874 -0.395
C -2.8796 1.4823 -0.1558 -0.621
H -0.5965 -0.3182 -0.7311 0.209
H -1.1322 -1.3391 0.5315 0.200
H -0.7999 0.3346 1.0422 0.208
H -3.1071 -0.3521 1.0139 0.197
H -3.1381 -0.6493 -0.6633 0.196
H -3.8944 1.6203 -0.5672 0.207
H -2.8326 2.1483 0.7239 0.207
H -2.1671 1.9697 -0.8194 0.206
```

Kohn-Sham gap (Eh): 0.3766
Structure (SMILES): C=NC.CCC
Charge: 0
Energy above the lowest of the compared OMol25 structures with the same formula, charge and spin (eV): 2.3520
HOMO (eV): -9.311


No. 3
Computed, not measured: a 4-piece molecular cluster, C3H13NO2S2 overall, with ωB97M-V with the def2-TZVPD basis set.

```
21
Properties=species:S:1:pos:R:3:nbo_charge:R:1
N -0.2455 2.0547 0.9026 -0.724
C -0.4155 1.8713 -0.6540 -0.243
C -1.1657 0.5439 -0.8231 -0.541
S -0.6900 -0.2288 -2.4096 0.002
S 1.7716 -0.6412 0.3739 0.143
C 3.4448 -1.3480 0.7547 -0.800
H -1.0254 1.6673 1.3608 0.387
H 0.4866 1.2790 1.0525 0.326
H -1.0314 2.6786 -0.8780 0.207
H 0.4556 1.8204 -1.2175 0.204
H 0.6798 -0.5264 -2.1220 0.130
H -2.2566 0.6098 -0.7361 0.264
H 4.1445 -0.5966 1.1499 0.264
H 3.5287 -2.2471 1.3659 0.233
H 3.9662 -1.6555 -0.1671 0.246
H -1.7277 -0.7170 1.3548 0.489
H -0.3916 -1.5596 1.6083 0.469
O -1.3410 -1.6061 1.3853 -0.883
H -0.8007 -0.1686 -0.1027 0.247
H -2.4138 0.6910 2.7287 0.447
O -2.4568 0.5885 1.7634 -0.868
```

Kohn-Sham gap (Eh): 0.1255
Charge: 0
Energy above the lowest of the compared OMol25 structures with the same formula, charge and spin (eV): 8.4054
HOMO (eV): -8.946


No. 4
Computed, not measured: one molecule with the formula C6H10O, with ωB97M-V with the def2-TZVPD basis set.

```
17
Properties=species:S:1:pos:R:3:nbo_charge:R:1
O 1.8625 -1.0758 1.0919 -0.717
C 1.2514 -0.5618 -0.0908 0.065
C 0.0052 -1.3406 -0.4525 -0.504
C -1.0123 -0.8598 0.5210 -0.316
C -1.4756 1.3264 -0.3683 -0.369
C -0.1146 1.6190 -0.5125 -0.230
C 0.9245 0.9023 0.0393 -0.230
H 1.4495 -0.6275 1.8404 0.464
H 2.0339 -0.6687 -0.8602 0.186
H 0.2230 -2.4192 -0.3886 0.231
H -0.3212 -1.1166 -1.4716 0.219
H -0.6856 -0.9411 1.5719 0.182
H -2.0512 -1.1285 0.4137 0.191
H -2.1811 1.7876 -1.0827 0.199
H -1.8856 1.1304 0.6031 0.225
H 0.1545 2.5030 -1.1075 0.207
H 1.8141 1.4821 0.2697 0.196
```

Kohn-Sham gap (alpha / beta) (Eh): 0.2847 / 0.2959
Charge: 0
Energy above the lowest of the compared OMol25 structures with the same formula, charge and spin (eV): 4.3333
HOMO (alpha / beta) (eV): -7.883 / -7.726


no.,largest force on an atom (eV/A)
1,0.1
2,2.8
3,5.7
4,0.8